(1)
The following is a quantum chemistry calculation of a structure of composition C20H31BNO2Sm, from OMol25.

* 2S+1: 6
* highest occupied orbital energy (alpha / beta): -8.32 / -8.42 eV
* ΔE to the lowest compared entry with this formula, charge and spin: 0.957 eV
* total charge: 0
* <S²>: 8.77

Last column: Mulliken charge in e.
Atoms and positions in Å:
O (0.30416, -2.55112, -1.08174)  -0.264
C (-0.90528, -3.41776, -1.03865)  -0.434
C (-0.28506, -4.64687, -1.67460)  -0.968
H (-1.71665, -3.00293, -1.65183)  0.378
H (-1.24015, -3.58378, -0.00586)  0.200
C (0.92204, -3.69696, -1.77922)  1.594
H (-0.71443, -4.93347, -2.63970)  0.303
H (-0.14985, -5.47984, -0.97900)  0.330
C (1.20634, -3.41903, -3.24138)  -1.719
H (0.29968, -3.09222, -3.76895)  0.365
H (1.55053, -4.34512, -3.72798)  0.396
H (1.99288, -2.66442, -3.35323)  0.357
C (2.11263, -4.29201, -1.07341)  -1.718
H (1.87349, -4.53338, -0.03492)  0.388
H (2.97047, -3.61878, -1.12927)  0.368
H (2.39180, -5.23139, -1.57246)  0.388
Sm (0.82074, 1.17879, 0.39789)  1.083
C (2.36032, 2.28709, 2.61457)  -0.406
C (1.00333, 2.37986, 3.03698)  -0.763
C (0.47259, 1.05536, 3.13855)  -0.634
H (0.50538, 3.29075, 3.35609)  0.644
C (1.51477, 0.13370, 2.76702)  -0.809
C (2.68178, 0.90762, 2.44260)  -0.576
H (3.67367, 0.51230, 2.23210)  0.457
H (3.05453, 3.12183, 2.53661)  0.479
H (-0.50351, 0.79555, 3.53797)  0.685
H (1.45212, -0.95504, 2.80238)  0.547
C (2.16910, 3.28766, -0.77167)  -0.222
C (3.14648, 2.27194, -0.54567)  -0.603
C (2.78625, 1.11919, -1.31472)  -0.574
H (4.05378, 2.39954, 0.03344)  0.506
C (1.57903, 1.42814, -2.03651)  -0.596
C (1.19567, 2.76766, -1.68360)  -0.726
H (0.36384, 3.32606, -2.10796)  0.452
H (2.22612, 4.31213, -0.41351)  0.482
H (3.37864, 0.20971, -1.41137)  0.483
H (1.06318, 0.78395, -2.75154)  0.599
O (-3.54403, -0.80342, -1.07120)  -0.446
C (-2.32018, -0.52809, -0.35283)  0.514
C (-2.57940, -0.68570, 1.15039)  0.223
H (-2.00281, 0.51709, -0.57720)  0.184
H (-1.53951, -1.18602, -0.74260)  -0.473
C (-4.02451, -0.16483, 1.24916)  -0.637
H (-1.88165, -0.12850, 1.78902)  -0.184
H (-2.54360, -1.75052, 1.42630)  0.288
C (-4.60542, -0.43821, -0.15810)  -0.525
H (-3.99712, 0.92828, 1.35865)  0.246
H (-4.63350, -0.60852, 2.04737)  0.379
H (-5.11937, 0.44515, -0.55858)  0.285
H (-5.38719, -1.21854, -0.12273)  0.286
B (-1.01034, 5.73071, 1.36045)  0.208
C (-0.67928, 4.26355, 0.99169)  0.105
N (-0.40730, 3.14913, 0.72403)  -0.555
H (-1.49932, 5.77828, 2.48525)  -0.121
H (-1.82551, 6.17772, 0.55987)  -0.123
H (-0.01038, 6.41772, 1.33360)  -0.128

=====

(2)
The following is a quantum chemistry calculation of a structure of composition C20H31BeO2, from OMol25.

* highest occupied orbital energy: -2.68 eV
* ΔE to the lowest compared entry with this formula, charge and spin: 0.014 eV
* total charge: -1

Last column: Mulliken charge in e.
Atoms and positions in Å:
O (0.40970, -0.36404, 0.43869)  -0.143
C (0.36250, 0.27017, -0.87214)  -0.439
C (1.79524, 0.78046, -0.69520)  0.401
H (-0.38296, 1.08191, -0.89992)  0.122
H (0.23111, -0.42989, -1.71320)  0.275
C (1.73375, 0.12994, 0.71216)  1.261
H (1.82228, 1.87893, -0.73086)  -0.829
H (2.54445, 0.31184, -1.35125)  0.403
C (1.68613, 1.10020, 1.87987)  -1.604
H (1.00091, 1.94330, 1.67719)  0.308
H (2.68870, 1.50054, 2.08514)  0.443
H (1.34625, 0.57449, 2.79058)  0.276
C (2.65578, -1.03242, 0.95259)  -1.528
H (2.74793, -1.63698, 0.04586)  0.346
H (2.23744, -1.67641, 1.73835)  0.148
H (3.63656, -0.67085, 1.27233)  0.484
Be (-2.49435, -2.28897, 0.30042)  0.103
C (-0.62561, -4.47339, 0.27015)  -0.710
C (-1.68002, -3.83616, -0.50067)  -0.350
C (-1.05002, -2.72587, -1.18904)  -0.776
H (-2.63088, -4.31115, -0.77773)  0.565
C (0.34800, -2.79742, -0.93527)  -0.419
C (0.60263, -3.85836, -0.02842)  -0.983
H (1.59675, -4.14272, 0.31728)  0.351
H (-0.77075, -5.31336, 0.95107)  0.582
H (-1.50845, -2.13231, -1.98273)  0.591
H (1.11678, -2.25070, -1.47752)  0.814
C (-2.06172, -3.42816, 2.48307)  -1.134
C (-0.68832, -3.38946, 2.77086)  -0.990
C (-0.23722, -2.03925, 2.67914)  -0.431
H (-0.02267, -4.21074, 3.03860)  0.443
C (-1.32428, -1.22748, 2.33142)  -1.086
C (-2.50096, -2.06816, 2.17147)  0.434
H (-3.52459, -1.70433, 2.32399)  0.669
H (-2.70649, -4.30908, 2.48091)  0.425
H (0.77562, -1.71850, 2.90247)  0.870
H (-1.32628, -0.14352, 2.26137)  0.416
O (0.41710, 3.58642, -1.21211)  -0.267
C (1.70367, 4.26018, -1.20824)  -0.486
C (1.63307, 5.60547, -1.96677)  -0.518
H (2.47514, 3.62376, -1.69129)  0.267
H (2.04333, 4.38490, -0.16628)  0.332
C (0.28198, 5.54103, -2.70188)  -0.470
H (2.47246, 5.71720, -2.65501)  0.284
H (1.66571, 6.43519, -1.25114)  0.227
C (-0.45154, 4.31114, -2.10861)  -0.509
H (0.45749, 5.38688, -3.77048)  0.240
H (-0.30473, 6.44993, -2.57799)  0.279
H (-0.75702, 3.60720, -2.90209)  0.257
H (-1.38249, 4.61240, -1.58899)  0.294
C (-3.79241, -1.42225, -0.38794)  -0.896
H (-4.73610, -1.56320, 0.17852)  0.256
H (-3.49422, -0.36502, -0.24988)  0.140
H (-4.03435, -1.56333, -1.46083)  0.263

=====

(3)
The following is a quantum chemistry calculation of a structure of composition C20H31CdO3, from OMol25.

* highest occupied orbital energy (alpha / beta): -1.54 / -1.59 eV
* ΔE to the lowest compared entry with this formula, charge and spin: 0.000 eV
* total charge: -1

Last column: Mulliken charge in e.
Atoms and positions in Å:
O (-0.22356, -0.17748, -2.94864)  -0.488
C (0.84794, -0.25994, -3.94760)  -0.369
C (0.12739, 0.76358, -4.82650)  -0.134
H (0.93072, -1.25679, -4.38601)  0.153
H (1.80354, 0.08848, -3.53805)  0.159
C (-0.91814, 0.84971, -3.70036)  1.719
H (-0.29666, 0.33941, -5.72805)  -0.299
H (0.70832, 1.65727, -5.05680)  0.321
C (-2.28649, 0.28276, -4.00782)  -1.763
H (-2.19597, -0.75611, -4.35254)  0.385
H (-2.84306, 0.87667, -4.74061)  0.412
H (-2.85505, 0.25080, -3.07121)  0.278
C (-0.93240, 2.17075, -2.97645)  -1.413
H (0.08519, 2.56084, -2.85644)  0.314
H (-1.36936, 2.04341, -1.97690)  0.062
H (-1.53544, 2.89200, -3.54385)  0.427
Cd (1.09948, -1.37171, -0.43174)  0.554
C (1.32434, 1.68524, 1.18850)  -0.104
C (2.13997, 0.54924, 1.09175)  -0.934
C (2.54659, 0.40334, -0.30804)  -1.349
H (2.49754, -0.06974, 1.90130)  0.523
C (2.00847, 1.57036, -0.99566)  -0.318
C (1.22907, 2.29492, -0.08369)  -0.661
H (0.68032, 3.22287, -0.28187)  0.375
H (0.87823, 2.07949, 2.10016)  0.452
H (3.41998, -0.14894, -0.63197)  0.720
H (2.25485, 1.87669, -2.00325)  0.608
C (-1.23837, -0.63236, 1.80146)  0.384
C (-1.99380, 0.59668, 1.36524)  -0.579
C (-2.40978, 0.41976, 0.06209)  -0.589
H (-2.19076, 1.43676, 2.02822)  0.325
C (-1.89354, -0.81139, -0.44676)  -0.137
C (-0.99132, -1.39316, 0.46311)  -1.862
H (-0.88548, -2.47859, 0.57508)  0.713
H (-1.96662, -1.23073, 2.39353)  0.355
H (-3.03138, 1.11355, -0.50181)  0.533
H (-2.17232, -1.23920, -1.40383)  0.528
O (0.71935, -1.29624, -6.64471)  -0.210
C (0.17468, -0.44438, -7.71048)  -0.577
C (0.51998, -1.00316, -9.09383)  -0.498
H (0.58368, 0.57117, -7.61131)  0.328
H (-0.91074, -0.36684, -7.58498)  0.292
C (1.55912, -2.12653, -8.79435)  -0.483
H (0.95127, -0.21942, -9.72863)  0.268
H (-0.38224, -1.42556, -9.56551)  0.250
C (1.45494, -2.37104, -7.27986)  -0.603
H (2.56475, -1.76039, -9.04843)  0.268
H (1.31739, -3.03024, -9.36023)  0.271
H (2.44075, -2.44873, -6.80252)  0.263
H (0.91139, -3.30895, -7.07894)  0.321
C (-0.32136, -0.12544, 3.92606)  -0.879
O (-0.05834, -0.40823, 2.54982)  -0.178
H (-1.10993, 0.64431, 4.08295)  0.315
H (0.61469, 0.25535, 4.35080)  0.243
H (-0.62182, -1.06153, 4.43860)  0.308

=====

(4)
The following is a quantum chemistry calculation of a structure of composition C20H31ClN4Tc, from OMol25.

* 2S+1: 4
* highest occupied orbital energy (alpha / beta): -13.16 / -13.77 eV
* total charge: +2
* <S²>: 3.79

Last column: Mulliken charge in e.
Atoms and positions in Å:
C (-0.10093, 0.05202, -5.11414)  1.090
C (1.27736, 0.52849, -5.19549)  -1.132
C (-0.34462, -1.35312, -4.88529)  -0.904
C (-1.21080, 0.98535, -5.27937)  -1.206
Cl (0.41605, 1.24583, -0.81573)  -0.359
H (-0.36539, -1.93286, -5.82773)  0.409
H (-1.32951, -1.47327, -4.39338)  0.328
H (0.50174, -1.73741, -4.28889)  0.204
H (1.59503, 0.57220, -6.25571)  0.369
H (1.96889, -0.11123, -4.62955)  0.306
H (1.33784, 1.53085, -4.76097)  0.411
H (-1.38119, 1.12256, -6.36350)  0.366
H (-0.93910, 1.95152, -4.83651)  0.420
H (-2.13745, 0.64116, -4.79480)  0.361
C (1.63921, -2.06223, 0.84760)  0.251
C (0.65651, -2.84042, 0.16444)  -1.221
C (0.64765, -2.46006, -1.21769)  -1.045
H (0.09290, -3.63651, 0.63599)  0.683
C (1.68328, -1.48262, -1.41301)  0.812
C (2.28970, -1.22714, -0.13585)  -1.413
H (3.12043, -0.55075, 0.05270)  0.525
H (1.95217, -2.24224, 1.86937)  0.738
H (0.07762, -2.93110, -2.01543)  0.879
H (1.97630, -1.02541, -2.37278)  0.276
C (-2.98799, 0.29368, 0.28335)  -0.823
C (-2.64238, -0.78647, 1.10641)  -0.528
C (-1.92716, -1.76080, 0.30841)  -0.414
H (-2.93292, -0.92937, 2.15561)  0.610
C (-1.85690, -1.22104, -1.06898)  -0.584
C (-2.44023, 0.09350, -1.00843)  -0.412
H (-2.56493, 0.70243, -1.88270)  0.452
H (-3.59443, 1.14958, 0.60449)  0.517
H (-1.77835, -2.75677, 0.66960)  0.811
H (-1.68655, -1.70601, -2.03164)  0.729
Tc (-0.00351, -0.81423, 0.03214)  -0.388
C (-0.52477, 1.71051, 2.03944)  -1.175
N (0.30698, 0.43040, 1.93608)  2.609
C (-0.04068, -0.41467, 3.10467)  -1.153
N (0.14294, 0.25375, 4.37652)  0.034
C (-0.75770, 1.43207, 4.40220)  -0.717
N (-0.37431, 2.38281, 3.32981)  0.043
C (1.04319, 2.78806, 3.47954)  -0.602
N (1.90580, 1.60057, 3.41878)  0.072
C (1.72383, 0.96002, 2.11733)  -1.176
C (1.55260, 0.65924, 4.49983)  -0.761
H (-1.57959, 1.47124, 1.87800)  0.033
H (-0.20366, 2.39191, 1.23795)  0.549
H (0.58434, -1.31186, 3.06995)  0.299
H (-1.09326, -0.70525, 3.03914)  0.238
H (-0.68432, 1.90361, 5.38904)  0.309
H (-1.78266, 1.11320, 4.20805)  0.355
H (1.31657, 3.45759, 2.64310)  0.360
H (1.18562, 3.30343, 4.44610)  0.325
H (2.44633, 0.14336, 2.03858)  0.330
H (1.93844, 1.69088, 1.33528)  0.243
H (1.69068, 1.13396, 5.48251)  0.323
H (2.19525, -0.22299, 4.38557)  0.344